1.
Computed, not measured: an isolated ion of composition C5H8NO and charge +1, with wB97M-V/def2-TZVPD.

Each line ends with the Löwdin charge.
CARTESIAN COORDINATES (ANGSTROEM)
C 0.641 1.019 -1.631  -0.069
C 0.192 -0.069 -0.978  0.110
C -0.135 -1.157 2.554  -0.082
C -0.242 -0.907 -0.106  0.024
C -0.570 -0.327 1.340  -0.186
N 0.566 1.880 -2.707  0.102
O 0.033 1.402 -3.840  0.095
H 1.490 1.527 -1.053  0.183
H 0.963 -0.931 2.749  0.100
H -0.250 -2.236 2.369  0.086
H -0.603 -0.748 3.475  0.097
H 0.107 2.129 -4.467  0.142
H -0.389 -2.002 -0.358  0.178
H -1.598 -0.329 1.353  0.082
H -0.204 0.750 1.301  0.139

- Energy above the lowest of the compared OMol25 structures with the same formula, charge and spin: 524.9 kJ/mol
- 2S+1: 1
- LUMO energy (alpha / beta): -7.0839 / -7.0866 eV
- Net charge: +1
- Gap between HOMO and LUMO (alpha / beta): 7.80 / 7.80 eV

2.
Computed, not measured: an isolated ion of composition C5H8NO and charge +1, with wB97M-V/def2-TZVPD.

Each line ends with the Löwdin charge.
CARTESIAN COORDINATES (ANGSTROEM)
C 2.113 -0.213 -0.114  0.047
C 1.230 0.157 0.744  -0.011
N -0.276 0.734 0.191  0.038
C -0.366 1.941 -0.191  0.215
C -1.453 -0.161 0.147  -0.390
C -1.151 -1.565 -0.283  0.059
O -2.496 0.340 0.422  0.186
H 3.185 -0.428 0.250  0.136
H 2.070 -0.503 -1.085  0.051
H 1.466 0.523 1.777  0.141
H -1.389 2.161 -0.300  0.110
H 0.430 2.602 -0.462  0.136
H -1.553 -1.642 -1.281  0.116
H -0.103 -1.800 -0.203  0.074
H -1.707 -2.146 0.387  0.093

- Energy above the lowest of the compared OMol25 structures with the same formula, charge and spin: 218.9 kJ/mol
- 2S+1: 1
- LUMO energy: -5.4415 eV
- Net charge: +1
- Gap between HOMO and LUMO: 10.12 eV
- SMILES string: C=C[N+](=C)C(C)=O

3.
Computed, not measured: a 2-piece molecular cluster, C5H8NO overall, with wB97M-V/def2-TZVPD.

Each line ends with the Löwdin charge.
CARTESIAN COORDINATES (ANGSTROEM)
C -2.013 -0.849 0.414  -0.013
C -2.266 0.412 0.722  -0.051
C -1.813 0.432 -1.372  -0.043
C 0.845 0.846 0.456  -0.027
C 1.451 -0.206 1.036  -0.007
N -1.720 -0.795 -0.927  0.146
O -2.102 1.213 -0.345  0.107
H -1.872 -1.731 1.066  0.174
H -2.318 0.916 1.702  0.177
H -1.388 0.913 -2.255  0.197
H 0.038 0.624 -0.158  -0.024
H 1.404 1.750 0.564  0.066
H -1.534 -1.700 -1.436  0.232
H 1.100 -1.169 0.744  0.036
H 2.156 -0.263 1.769  0.029

- Energy above the lowest of the compared OMol25 structures with the same formula, charge and spin: 192.1 kJ/mol
- 2S+1: 1
- LUMO energy: -4.6302 eV
- Net charge: +1
- Gap between HOMO and LUMO: 8.95 eV

4.
Computed, not measured: an isolated ion of composition C5H8NO and charge +1, with wB97M-V/def2-TZVPD.

Each line ends with the Löwdin charge.
CARTESIAN COORDINATES (ANGSTROEM)
C -1.778 0.986 -1.152  0.062
C -1.184 1.370 -0.012  -0.135
C -0.866 0.272 1.062  0.003
N 0.730 -0.158 1.194  -0.112
O 1.302 0.105 2.182  0.220
C 1.368 -0.754 0.052  -0.052
C 2.639 -1.095 0.099  0.178
H -2.034 1.835 -1.729  0.069
H -1.891 -0.093 -1.298  0.087
H -1.010 2.377 0.367  0.109
H -1.169 -0.730 0.666  0.130
H -1.186 0.586 2.046  0.123
H 0.882 -0.705 -0.963  0.157
H 3.121 -1.304 -0.800  0.085
H 3.347 -1.199 0.825  0.077

- Energy above the lowest of the compared OMol25 structures with the same formula, charge and spin: 438.8 kJ/mol
- 2S+1: 1
- LUMO energy: -6.7619 eV
- Net charge: +1
- Gap between HOMO and LUMO: 8.01 eV
- SMILES string: C=CC[N+](=O)C=C

5.
Computed, not measured: an isolated ion of composition C5H8NO2 and charge -1, with wB97M-V/def2-TZVPD.

Each line ends with the Löwdin charge.
CARTESIAN COORDINATES (ANGSTROEM)
C -0.305 -0.860 2.609  -0.043
C -0.371 -0.729 1.295  -0.180
C -0.145 0.545 0.532  -0.160
C 0.429 0.404 -0.933  -0.344
N 0.084 1.587 -1.689  0.020
C -0.056 -0.898 -1.637  -0.742
O -1.041 -0.784 -2.394  -0.069
O 0.605 -1.919 -1.361  -0.078
H -0.035 -0.060 3.295  0.038
H -0.406 -1.803 3.137  0.033
H -0.569 -1.606 0.685  0.094
H -1.016 1.192 0.448  0.104
H 0.655 1.060 1.084  0.099
H 1.484 0.203 -0.771  0.117
H -0.106 1.350 -2.651  0.054
H 0.793 2.318 -1.651  0.056

- Energy above the lowest of the compared OMol25 structures with the same formula, charge and spin: 65.9 kJ/mol
- 2S+1: 1
- LUMO energy: 3.9568 eV
- Net charge: -1
- Gap between HOMO and LUMO: 8.12 eV
- SMILES string: C=CC[C@H](N)C(=O)[O-]

6.
Computed, not measured: an isolated ion of composition C5H8NO2 and charge -1, with wB97M-V/def2-TZVPD.

Each line ends with the Löwdin charge.
CARTESIAN COORDINATES (ANGSTROEM)
N 2.588 0.354 -2.844  -0.007
C 1.269 0.057 -2.391  -0.231
C 0.913 0.158 -1.106  -0.127
C -0.496 0.230 -0.569  -0.193
C -0.456 0.642 0.953  -0.135
C -1.269 -0.311 1.853  -0.764
O -1.935 -1.229 1.356  -0.075
O -1.147 -0.039 3.083  -0.125
H 3.239 0.627 -2.141  0.053
H 2.888 -0.283 -3.558  0.051
H 0.620 -0.026 -3.256  0.100
H 1.756 0.415 -0.473  0.089
H -1.034 -0.711 -0.605  0.089
H -1.043 1.020 -1.086  0.096
H -0.873 1.647 1.012  0.094
H 0.546 0.654 1.370  0.085

- Energy above the lowest of the compared OMol25 structures with the same formula, charge and spin: 79.4 kJ/mol
- 2S+1: 1
- LUMO energy: 3.5178 eV
- Net charge: -1
- Gap between HOMO and LUMO: 7.24 eV
- SMILES string: N/C=C/CCC(=O)[O-]

7.
Computed, not measured: an isolated ion of composition C5H8NO3 and charge +1, with wB97M-V/def2-TZVPD.

Each line ends with the Löwdin charge.
CARTESIAN COORDINATES (ANGSTROEM)
C 0.144 0.896 -0.029  -0.223
C 1.176 0.414 -0.732  0.081
C -0.920 -0.140 0.029  -0.262
C -2.168 0.110 -0.410  -0.090
C 2.758 -1.045 0.239  0.045
N -0.133 2.161 0.295  0.191
O -0.516 -1.338 0.531  0.092
O -3.111 -0.846 -0.293  0.073
O 2.113 -0.365 -0.858  0.075
H -2.428 1.061 -0.858  0.144
H 2.796 -2.099 -0.037  0.118
H 2.218 -0.907 1.175  0.112
H 3.777 -0.662 0.310  0.116
H -1.061 2.413 0.590  0.129
H 0.567 2.881 0.220  0.137
H -1.252 -1.965 0.481  0.130
H -3.960 -0.570 -0.652  0.131

- Energy above the lowest of the compared OMol25 structures with the same formula, charge and spin: 209.2 kJ/mol
- 2S+1: 1
- LUMO energy: -4.7829 eV
- Net charge: +1
- Gap between HOMO and LUMO: 7.85 eV

8.
Computed, not measured: an isolated ion of composition C5H8NO3S2 and charge -1, with wB97M-V/def2-TZVPD.

Each line ends with the Löwdin charge.
CARTESIAN COORDINATES (ANGSTROEM)
C -0.751 -0.069 -0.911  -0.118
C 1.637 -0.226 0.045  -0.547
C -0.273 0.350 1.625  -0.535
C 0.138 -0.223 0.287  -0.451
C -0.639 -1.401 -0.234  -0.087
N 2.085 0.919 -0.475  0.164
O 0.420 2.994 -0.778  -0.567
O 2.340 -1.198 0.275  0.018
O -1.035 4.293 0.699  -0.564
S 0.423 1.987 2.028  0.530
S -0.653 2.956 0.254  0.507
H -0.277 0.066 -1.872  0.108
H -1.363 0.436 1.677  0.068
H 0.068 -0.309 2.427  0.069
H -1.483 -1.754 0.343  0.097
H -0.081 -2.190 -0.719  0.099
H -1.670 0.488 -0.798  0.082
H 1.465 1.741 -0.612  0.018
H 3.079 1.049 -0.563  0.108

- Energy above the lowest of the compared OMol25 structures with the same formula, charge and spin: 0.0 kJ/mol
- 2S+1: 1
- LUMO energy: 3.5390 eV
- Net charge: -1
- Gap between HOMO and LUMO: 7.73 eV

| no. | F_max (eV Å⁻¹) |
| --- | --- |
| 1 | 4.44 |
| 2 | 5.17 |
| 3 | 4.11 |
| 4 | 3.02 |
| 5 | 1.46 |
| 6 | 1.89 |
| 7 | 1.49 |
| 8 | 0.60 |